Record 1
The molecule C5H8O, computed with the ωB97M-V functional and the def2-TZVPD basis.

Last column: Löwdin charge in e.
Element x y z (Å)
O  1.356  1.443  -1.235  0.00
C  1.762  0.784  -0.117  -0.21
C  0.891  0.351  0.782  -0.12
C  -0.731  -1.274  0.224  -0.14
C  -1.371  -0.260  -0.653  -0.12
C  -0.574  0.195  0.563  -0.28
H  2.834  0.632  -0.045  0.12
H  1.212  -0.191  1.668  0.11
H  0.177  -1.713  -0.190  0.11
H  -1.255  -1.896  0.930  0.10
H  -1.056  -0.148  -1.687  0.10
H  -2.445  -0.178  -0.504  0.10
H  0.416  1.617  -1.063  0.09
H  -1.215  0.637  1.327  0.13

Output
LUMO energy ... 1.07 eV
HOMO level ... -8.422 eV
Frontier orbital gap ... 0.3487 hartree
DFT total energy ... -270.47492 hartree

---

Record 2
C14H28O28S7 as an isolated structure in a non-equilibrium geometry, computed with the ωB97M-V functional and the def2-TZVPD basis.

Last column: Löwdin charge in e.
Element x y z (Å)
C  0.544  6.485  -0.783  -0.19
C  -0.141  5.547  0.266  -0.14
O  -0.618  4.457  -0.514  -0.20
S  -0.657  4.803  -2.041  0.60
O  -2.018  4.739  -2.507  -0.24
O  0.289  4.044  -2.787  -0.21
O  -0.292  6.372  -1.894  -0.17
H  1.570  6.206  -0.986  0.11
H  0.501  7.537  -0.544  0.13
H  -0.971  6.153  0.689  0.14
H  0.566  5.139  0.989  0.12
C  4.867  2.334  1.942  -0.07
C  3.543  1.992  2.631  -0.16
O  2.550  2.701  1.878  -0.20
S  2.980  2.783  0.323  0.59
O  2.713  4.121  -0.042  -0.21
O  2.420  1.719  -0.427  -0.22
O  4.524  2.442  0.463  -0.20
H  5.674  1.556  1.969  0.15
H  5.168  3.322  2.319  0.13
H  3.434  2.343  3.626  0.12
H  3.300  0.907  2.691  0.13
C  4.953  -1.641  -1.654  -0.13
C  3.606  -0.874  -1.604  -0.10
O  2.681  -1.866  -0.924  -0.20
S  3.619  -2.415  0.271  0.57
O  3.143  -3.727  0.505  -0.22
O  3.729  -1.501  1.359  -0.24
O  5.004  -2.501  -0.493  -0.19
H  5.813  -0.967  -1.761  0.13
H  5.103  -2.457  -2.383  0.14
H  3.150  -0.583  -2.543  0.12
H  3.707  0.013  -0.998  0.08
C  -5.934  2.456  0.522  -0.14
C  -5.174  1.912  -0.680  -0.13
O  -6.260  1.455  -1.534  -0.18
S  -7.499  2.404  -1.331  0.51
O  -8.689  1.711  -1.581  -0.20
O  -7.215  3.609  -1.987  -0.20
O  -7.339  2.584  0.193  -0.18
H  -5.564  3.406  0.888  0.12
H  -5.952  1.777  1.409  0.15
H  -4.641  1.022  -0.415  0.11
H  -4.445  2.648  -1.142  0.15
C  0.041  -5.602  3.391  -0.11
C  0.700  -4.235  3.348  -0.22
O  1.419  -4.081  4.511  -0.16
S  0.668  -4.945  5.646  0.56
O  -0.405  -4.186  6.117  -0.20
O  1.596  -5.478  6.574  -0.22
O  0.142  -6.117  4.762  -0.17
H  0.323  -6.332  2.627  0.14
H  -1.016  -5.402  3.243  0.13
H  -0.052  -3.461  3.371  0.11
H  1.246  -4.033  2.450  0.12
C  -0.721  0.400  -0.623  -0.13
C  -0.257  0.620  0.785  -0.13
O  -1.237  -0.050  1.653  -0.16
S  -1.778  -1.295  0.900  0.54
O  -3.197  -1.271  0.977  -0.22
O  -1.063  -2.440  1.286  -0.21
O  -1.327  -0.916  -0.579  -0.18
H  0.124  0.474  -1.329  0.14
H  -1.464  1.112  -1.010  0.14
H  -0.220  1.619  1.041  0.10
H  0.717  0.206  0.872  0.11
C  -1.403  -4.286  -3.025  -0.14
C  -1.891  -3.537  -4.286  -0.13
O  -1.036  -2.375  -4.419  -0.18
S  0.373  -2.841  -3.896  0.56
O  1.094  -1.764  -3.332  -0.22
O  0.991  -3.604  -4.908  -0.20
O  -0.162  -3.691  -2.682  -0.17
H  -1.267  -5.363  -3.165  0.14
H  -2.048  -4.029  -2.204  0.13
H  -2.915  -3.189  -4.266  0.13
H  -1.716  -4.073  -5.206  0.12

Output
LUMO energy ... -0.19 eV
HOMO level ... -10.755 eV
Frontier orbital gap ... 0.3884 hartree
DFT total energy ... -5444.08132 hartree